Record 1
ORCA calculation (ωB97M-V/def2-TZVPD) on C48H47AsInN5O3 as an isolated structure.

Geometry (Å):
In -0.019 1.056 -0.646
C 4.568 1.380 -0.807
O 3.922 2.654 -1.101
C 2.639 2.476 -0.888
N 2.219 1.301 -0.592
C 3.395 0.389 -0.639
C 3.570 -0.532 0.547
C 4.823 -1.104 0.754
C 5.024 -2.021 1.776
C 3.972 -2.378 2.606
C 2.723 -1.810 2.406
C 2.522 -0.899 1.380
C 1.753 3.653 -1.007
C 2.227 4.919 -1.302
C 1.303 5.955 -1.371
C -0.033 5.690 -1.115
C -0.407 4.387 -0.808
N 0.466 3.384 -0.786
C -1.807 4.016 -0.510
N -2.163 2.842 -0.205
C -3.638 2.852 -0.171
C -3.985 4.357 -0.272
O -2.718 4.986 -0.624
C -4.234 2.182 1.039
C -5.529 1.680 0.962
C -6.127 1.107 2.072
C -5.433 1.025 3.271
C -4.142 1.524 3.351
C -3.544 2.103 2.240
H 5.129 1.518 0.115
H 5.240 1.153 -1.629
H 3.266 -0.221 -1.539
H 5.657 -0.856 0.108
H 6.004 -2.453 1.922
H 4.124 -3.093 3.402
H 1.896 -2.094 3.047
H 1.546 -0.464 1.245
H 3.281 5.079 -1.475
H 1.624 6.957 -1.616
H -0.782 6.467 -1.137
H -3.973 2.314 -1.063
H -4.312 4.774 0.679
H -4.703 4.597 -1.051
H -6.073 1.729 0.025
H -7.135 0.720 2.001
H -5.900 0.580 4.139
H -3.605 1.472 4.289
H -2.540 2.511 2.301
C -1.221 -1.142 2.217
N -0.707 -0.122 3.110
C -0.782 -0.472 4.532
C 0.005 0.509 5.372
C -0.375 1.914 4.953
N -0.079 2.076 3.530
C 0.357 3.387 3.078
C -0.296 1.076 2.663
O -0.050 1.277 1.428
H -0.631 -2.057 2.312
H -1.197 -0.812 1.184
H -2.259 -1.364 2.474
H -0.390 -1.485 4.641
H -1.833 -0.495 4.835
H 1.076 0.366 5.212
H -0.202 0.348 6.429
H 0.199 2.662 5.496
H -1.435 2.110 5.136
H 1.140 3.753 3.740
H -0.475 4.095 3.093
H 0.748 3.316 2.070
C 3.132 -6.234 -1.007
C 1.972 -6.192 -1.770
C 1.328 -4.986 -1.996
C 1.848 -3.813 -1.455
C 3.009 -3.857 -0.692
C 3.652 -5.068 -0.469
As 0.998 -2.093 -1.774
C -0.849 -2.657 -1.969
C -1.712 -3.066 -0.965
C -3.014 -3.430 -1.285
C -3.439 -3.390 -2.608
C -2.569 -3.008 -3.617
C -1.264 -2.641 -3.304
C -0.222 -2.237 -4.271
C -0.388 -2.123 -5.647
C 0.681 -1.736 -6.440
C 1.918 -1.454 -5.873
C 2.090 -1.551 -4.499
C 1.025 -1.949 -3.706
H 3.629 -7.179 -0.833
H 1.569 -7.102 -2.194
H 0.426 -4.964 -2.595
H 3.417 -2.949 -0.262
H 4.555 -5.099 0.126
H -1.368 -3.140 0.059
H -3.692 -3.762 -0.510
H -4.450 -3.684 -2.856
H -2.908 -3.011 -4.645
H -1.343 -2.344 -6.106
H 0.552 -1.659 -7.511
H 2.748 -1.165 -6.504
H 3.060 -1.342 -4.061
C -1.360 0.566 -2.220
H -0.829 0.020 -2.993
H -1.717 1.527 -2.574
H -2.169 -0.030 -1.806

Output
- HOMO energy: -12.46 eV
- Energy above the lowest of the compared OMol25 structures with the same formula, charge and spin: 73.9 kJ/mol
- Total charge: +2
- HOMO-LUMO gap: 6.548 eV

Here are the Mulliken charges for atoms 1 to 8, given in e:
1. In 2.24
2. C -0.60
3. O -0.43
4. C 0.29
5. N 0.32
6. C 0.31
7. C 0.09
8. C -0.48

Record 2
ORCA calculation (ωB97M-V/def2-TZVPD) on C48H47BrCl2N7O7STi as an isolated structure.

Geometry (Å):
Ti 0.802 0.175 -0.667
Br -7.498 3.074 1.460
C -5.739 2.397 1.606
C -4.859 2.971 2.512
C -3.561 2.505 2.593
C -3.126 1.449 1.784
C -4.034 0.889 0.883
C -5.332 1.351 0.791
N -1.810 0.969 1.767
C -1.052 1.146 2.765
C 0.362 0.754 2.832
C 0.975 0.975 4.067
C 2.259 0.522 4.301
C 2.865 -0.226 3.312
C 2.206 -0.393 2.105
N 1.019 0.146 1.805
H -5.193 3.778 3.149
H -2.875 2.993 3.273
H -3.705 0.073 0.259
H -6.027 0.901 0.095
H -1.433 1.553 3.706
H 0.430 1.490 4.846
H 2.751 0.706 5.246
H 3.833 -0.682 3.462
H 2.664 -1.002 1.343
Cl 3.463 -4.976 -4.747
C 2.794 -3.563 -4.019
C 2.812 -2.353 -4.731
C 2.269 -1.228 -4.167
Cl 2.286 0.286 -4.994
C 1.683 -1.242 -2.880
O 1.123 -0.170 -2.409
C 1.705 -2.479 -2.159
C 1.180 -2.560 -0.843
O 0.683 -1.599 -0.196
C 2.254 -3.631 -2.765
H 3.254 -2.313 -5.717
H 1.198 -3.538 -0.354
H 2.249 -4.568 -2.224
C -4.030 5.347 -0.985
C -2.522 5.618 -1.095
C -2.175 6.121 -2.508
C -2.142 6.699 -0.083
C -1.759 4.328 -0.864
C -0.758 4.178 0.092
C -0.082 2.982 0.197
N -0.353 1.910 -0.547
C -1.325 2.030 -1.467
C -2.024 3.210 -1.647
C -1.656 0.796 -2.204
C -2.387 0.787 -3.378
C -2.724 -0.417 -3.995
C -2.287 -1.575 -3.358
C -1.554 -1.487 -2.188
N -1.229 -0.334 -1.611
C -3.608 -0.429 -5.228
C -3.069 0.530 -6.298
C -3.731 -1.827 -5.839
C -5.005 0.034 -4.775
H -4.582 6.271 -1.159
H -4.279 4.976 0.009
H -4.369 4.613 -1.716
H -2.612 7.107 -2.664
H -2.560 5.452 -3.277
H -1.093 6.197 -2.628
H -2.707 7.606 -0.295
H -1.082 6.946 -0.151
H -2.376 6.388 0.936
H -0.473 4.994 0.737
H 0.712 2.873 0.926
H -2.800 3.258 -2.395
H -2.687 1.728 -3.816
H -2.518 -2.554 -3.749
H -1.238 -2.388 -1.677
H -2.062 0.244 -6.604
H -3.048 1.564 -5.955
H -3.716 0.487 -7.174
H -2.754 -2.219 -6.125
H -4.346 -1.771 -6.735
H -4.212 -2.525 -5.154
H -4.974 1.036 -4.345
H -5.414 -0.651 -4.031
H -5.679 0.050 -5.631
N -1.611 -2.121 1.362
C -2.555 -3.115 1.161
C -2.549 -4.258 1.967
C -3.432 -5.301 1.731
C -4.305 -5.193 0.669
C -4.354 -4.068 -0.135
C -3.482 -3.025 0.115
S -5.501 -6.504 0.273
O -5.288 -6.812 -1.131
O -5.234 -7.614 1.158
O -6.798 -5.876 0.503
H -1.816 -1.189 1.039
H -1.132 -2.154 2.246
H -1.845 -4.320 2.788
H -3.437 -6.186 2.352
H -5.071 -4.030 -0.944
H -3.519 -2.134 -0.496
C 4.175 4.936 -1.925
N 3.894 3.551 -1.576
C 4.875 2.648 -1.365
C 4.604 1.367 -1.022
C 3.231 1.023 -0.871
O 2.813 -0.126 -0.511
N 2.262 1.923 -1.078
C 2.533 3.195 -1.484
O 1.679 4.028 -1.732
H 5.248 5.077 -2.026
H 3.786 5.597 -1.152
H 3.676 5.187 -2.858
H 5.890 3.005 -1.477
H 5.374 0.628 -0.872

Output
- HOMO energy: -8.04 eV
- Energy above the lowest of the compared OMol25 structures with the same formula, charge and spin: 290.2 kJ/mol
- Total charge: +1
- HOMO-LUMO gap: 2.362 eV

Here are the Mulliken charges for atoms 1 to 8, given in e:
1. Ti 0.61
2. Br -0.13
3. C -0.04
4. C -0.94
5. C -0.83
6. C 0.03
7. C 0.38
8. C -0.84

Record 3
ORCA calculation (ωB97M-V/def2-TZVPD) on C48H47F2N5O3PSTc as an isolated structure.

Geometry (Å):
Tc -0.709 0.160 1.201
C -5.810 1.450 0.892
C -5.792 0.077 0.221
N -4.838 -0.037 -0.913
C -5.381 0.168 -2.280
C -5.232 1.595 -2.797
C -3.523 -0.224 -0.741
S -3.020 -0.520 0.918
N -2.771 -0.207 -1.847
C -1.445 -0.168 -1.877
O -0.662 -0.066 -0.893
C -0.765 -0.252 -3.205
C 0.628 -0.290 -3.234
C 1.302 -0.358 -4.444
C 0.585 -0.381 -5.635
C -0.805 -0.332 -5.611
C -1.480 -0.269 -4.400
H -6.567 1.463 1.683
H -6.054 2.238 0.175
H -4.842 1.675 1.344
H -6.774 -0.149 -0.185
H -5.563 -0.692 0.951
H -6.432 -0.109 -2.241
H -4.876 -0.520 -2.945
H -5.714 2.316 -2.133
H -5.702 1.679 -3.781
H -4.177 1.860 -2.893
H 1.173 -0.235 -2.296
H 2.388 -0.386 -4.463
H 1.110 -0.434 -6.584
H -1.363 -0.343 -6.541
H -2.561 -0.228 -4.369
O -1.810 0.575 3.745
C -1.189 -0.299 3.208
C -0.779 -1.570 3.889
C -1.067 -1.753 5.238
C -0.718 -2.941 5.856
C -0.095 -3.950 5.124
C 0.182 -3.772 3.776
C -0.145 -2.570 3.154
P 0.132 -2.214 1.381
C 1.913 -2.409 1.030
C 2.283 -2.160 -0.295
C 3.587 -2.389 -0.713
C 4.535 -2.852 0.195
C 4.181 -3.072 1.518
C 2.872 -2.849 1.938
C -0.590 -3.662 0.528
C 0.150 -4.829 0.320
C -0.454 -5.937 -0.261
C -1.788 -5.885 -0.652
C -2.519 -4.722 -0.462
C -1.924 -3.613 0.124
H -1.571 -0.959 5.778
H -0.945 -3.093 6.905
H 0.167 -4.886 5.606
H 0.639 -4.576 3.208
H 1.536 -1.809 -1.001
H 3.865 -2.209 -1.747
H 5.555 -3.038 -0.129
H 4.921 -3.433 2.226
H 2.595 -3.060 2.966
H 1.199 -4.876 0.593
H 0.125 -6.840 -0.418
H -2.254 -6.752 -1.111
H -3.556 -4.675 -0.776
H -2.498 -2.707 0.275
F -3.184 4.550 -0.845
C -2.197 4.075 -0.082
C -2.111 2.713 0.121
C -1.098 2.204 0.921
C -0.176 3.085 1.512
C -0.300 4.442 1.247
F 0.594 5.318 1.741
C -1.300 4.968 0.460
C 0.852 2.478 2.370
C 1.726 3.179 3.194
C 2.628 2.497 3.988
C 2.661 1.113 3.941
C 1.769 0.476 3.114
N 0.875 1.122 2.352
H -2.841 2.081 -0.365
H -1.369 6.034 0.280
H 1.690 4.254 3.215
H 3.294 3.045 4.645
H 3.355 0.532 4.535
H 1.772 -0.597 3.054
C 0.928 2.779 -2.212
N 2.344 2.474 -2.039
C 3.262 3.281 -2.834
C 4.640 2.668 -2.830
C 5.082 2.514 -1.395
N 4.093 1.751 -0.643
C 4.511 1.258 0.658
C 2.748 1.772 -0.929
O 1.937 1.179 -0.203
H 0.641 2.630 -3.255
H 0.720 3.821 -1.940
H 0.335 2.123 -1.584
H 3.306 4.306 -2.446
H 2.863 3.338 -3.844
H 5.342 3.297 -3.383
H 4.606 1.686 -3.310
H 5.237 3.501 -0.944
H 6.029 1.982 -1.336
H 5.508 0.824 0.573
H 3.822 0.494 1.001
H 4.544 2.062 1.403

Output
- Expectation value of S²: 3.7813
- HOMO energy (spin up / spin down): -10.51 / -10.75 eV
- Spin multiplicity: 4
- Energy above the lowest of the compared OMol25 structures with the same formula, charge and spin: 24.2 kJ/mol
- Total charge: +1
- HOMO-LUMO gap (spin up / spin down): 8.132 / 7.070 eV

Here are the Mulliken charges for atoms 1 to 8, given in e:
1. Tc -1.29
2. C -0.69
3. C -0.88
4. N 0.25
5. C -0.62
6. C -1.01
7. C 0.00
8. S -0.62

Record 4
ORCA calculation (ωB97M-V/def2-TZVPD) on C48H48AsCl3KNOP as an isolated structure.

Geometry (Å):
K 0.306 0.943 -0.921
C -3.825 0.129 -1.869
C -3.600 1.297 -1.162
C -3.580 1.278 0.223
C -3.788 0.089 0.902
C -3.998 -1.081 0.194
C -4.018 -1.062 -1.189
H -3.847 0.143 -2.949
H -3.456 2.230 -1.684
H -3.422 2.197 0.771
H -3.784 0.068 1.982
H -4.152 -2.012 0.723
H -4.181 -1.978 -1.740
Cl 1.065 1.540 -5.546
C 0.609 2.833 -4.488
C 0.891 4.133 -4.863
C 0.563 5.169 -4.021
Cl 0.902 6.802 -4.527
C -0.018 4.936 -2.764
C -0.312 5.937 -1.817
C -0.849 5.586 -0.609
C -1.102 4.232 -0.356
N -0.848 3.277 -1.211
C -0.314 3.592 -2.398
C -0.036 2.478 -3.285
O -0.340 1.296 -2.979
H 1.367 4.326 -5.814
H -0.101 6.969 -2.060
H -1.068 6.335 0.138
H -1.523 3.923 0.590
Cl 2.435 2.811 -0.226
C 2.556 1.274 0.714
H 3.627 1.186 0.964
H 2.368 0.492 -0.058
C 3.637 0.532 5.770
C 2.594 -0.377 5.765
C 1.663 -0.367 4.740
C 1.757 0.553 3.705
C 2.791 1.481 3.739
C 3.732 1.466 4.751
As 0.460 0.690 2.237
C -0.333 2.325 2.892
C 0.138 3.613 2.705
C -0.543 4.696 3.239
C -1.712 4.493 3.955
C -2.192 3.213 4.155
C -1.504 2.118 3.646
C -1.891 0.728 3.844
C -3.007 0.262 4.534
C -3.230 -1.098 4.652
C -2.351 -2.000 4.072
C -1.244 -1.537 3.387
C -0.982 -0.180 3.291
H 4.370 0.514 6.565
H 2.506 -1.106 6.561
H 0.849 -1.081 4.754
H 2.861 2.195 2.931
H 4.544 2.182 4.747
H 1.036 3.772 2.123
H -0.171 5.702 3.088
H -2.252 5.338 4.363
H -3.101 3.058 4.720
H -3.705 0.957 4.983
H -4.090 -1.462 5.200
H -2.532 -3.064 4.157
H -0.549 -2.241 2.946
C 2.726 -4.190 -3.128
C 2.755 -2.786 -2.527
C 3.022 -1.770 -3.641
C 3.875 -2.689 -1.491
P 1.140 -2.148 -1.745
C -0.049 -2.657 -3.051
C -0.473 -1.619 -3.876
C -1.388 -1.842 -4.888
C -1.912 -3.105 -5.082
C -1.500 -4.146 -4.267
C -0.569 -3.929 -3.268
C 0.697 -3.227 -0.244
C 1.441 -2.591 0.933
C 1.009 -4.724 -0.211
C -0.802 -2.987 -0.062
H 3.701 -4.408 -3.566
H 1.977 -4.263 -3.913
H 2.523 -4.946 -2.377
H 3.971 -1.981 -4.135
H 3.062 -0.760 -3.234
H 2.232 -1.799 -4.390
H 4.843 -2.814 -1.978
H 3.781 -3.465 -0.735
H 3.860 -1.716 -1.000
H -0.103 -0.622 -3.707
H -1.695 -1.020 -5.514
H -2.642 -3.281 -5.859
H -1.911 -5.136 -4.408
H -0.259 -4.762 -2.658
H 2.513 -2.591 0.764
H 1.244 -3.145 1.850
H 1.123 -1.556 1.085
H 2.082 -4.904 -0.218
H 0.552 -5.283 -1.021
H 0.622 -5.129 0.725
H -1.010 -1.913 -0.059
H -1.144 -3.401 0.884
H -1.372 -3.439 -0.870

Output
- HOMO energy: -3.62 eV
- Energy above the lowest of the compared OMol25 structures with the same formula, charge and spin: 141.8 kJ/mol
- Total charge: -1
- HOMO-LUMO gap: 5.818 eV

Here are the Mulliken charges for atoms 1 to 8, given in e:
1. K 1.88
2. C -0.34
3. C -0.32
4. C -0.48
5. C -0.04
6. C -0.43
7. C -0.24
8. H 0.30